Here is one molecule with the formula C28H58O4 in a non-equilibrium geometry from OMol25. Energies are from ωB97M-V/def2-TZVPD.

Results
Electronic energy   -38152.770 eV
Strongest force on any atom   3.13 eV/A
LUMO level   0.0235 hartree
Spin multiplicity   1

Bonds (Å) are listed after each position.
Element x y z (Å)
1 C 7.27504 1.10200 1.58211  C2 1.659, H33 1.181, H34 1.181, H35 1.177
2 C 6.87592 0.33139 0.16849  C1 1.659, C3 1.666, H36 1.190, H37 1.186
3 C 6.93986 -1.32210 0.36413  C2 1.666, C4 1.642, H38 1.171, H39 1.182
4 C 5.43752 -1.98080 0.28141  C3 1.642, C5 1.657, H40 1.188, H41 1.170
5 C 5.37702 -3.36050 -0.63490  C4 1.657, C6 1.653, H42 1.188, H43 1.177
6 C 3.97646 -3.39061 -1.51242  C5 1.653, C7 1.640, H44 1.170, H45 1.186
7 C 4.06427 -2.40602 -2.82087  C6 1.640, C8 1.658, H46 1.182, H47 1.193
8 C 2.57285 -1.70200 -2.99245  C7 1.658, C9 1.640, H48 1.171, H49 1.187
9 C 2.75072 -0.12966 -2.56038  C8 1.640, C10 1.642, H50 1.194, H51 1.178
10 C 1.34515 0.68919 -2.33589  C9 1.642, C11 1.641, H52 1.179, H53 1.176
11 C -0.01466 -0.21710 -2.48613  C10 1.641, C12 1.671, H54 1.179, H55 1.171
12 C -1.34308 0.79693 -2.48497  C11 1.671, C13 1.645, H56 1.173, H57 1.193
13 C -2.73344 0.03742 -2.92899  C12 1.645, C14 1.660, H58 1.192, H59 1.178
14 C -3.75996 -0.26744 -1.66006  C13 1.660, C15 1.639, H60 1.170, H61 1.193
15 C -3.32978 -1.59628 -0.80214  C14 1.639, O16 1.493, C18 1.651, H62 1.181
16 O -4.26720 -2.68272 -1.21343  C15 1.493, C17 1.471
17 C -3.71596 -3.46753 -2.32901  O16 1.471, H63 1.172, H64 1.193, H65 1.191
18 C -3.45649 -1.42580 0.83546  C15 1.651, C19 1.647, O23 1.501, H66 1.193
19 C -3.81836 -2.91667 1.43478  C18 1.647, C20 1.639, H67 1.194, H68 1.192
20 C -3.55741 -3.09136 3.04367  C19 1.639, C21 1.663, H69 1.189, H70 1.170
21 C -4.84104 -2.61318 3.98622  C20 1.663, O22 1.476, H71 1.188, H72 1.180
22 O -5.99801 -3.49343 3.73213  C21 1.476, H73 1.021
23 O -2.18579 -0.94238 1.47078  C18 1.501, C24 1.501
24 C -2.37948 0.49970 1.83741  O23 1.501, C25 1.673, C26 1.639, H74 1.170
25 C -3.23353 0.63890 3.26892  C24 1.673, H75 1.192, H76 1.173, H77 1.180
26 C -0.90467 1.14993 2.13486  C24 1.639, C27 1.639, H78 1.172, H79 1.194
27 C -0.48609 2.40419 1.16679  C26 1.639, C28 1.639, H80 1.194, H81 1.171
28 C -1.69645 3.45397 0.82097  C27 1.639, C29 1.673, H82 1.170, H83 1.193
29 C -1.01320 4.63278 -0.14908  C28 1.673, C30 1.641, H84 1.193, H85 1.185
30 C -1.94235 5.97782 -0.28759  C29 1.641, O31 1.496, H86 1.193, H87 1.171
31 O -1.18908 7.13420 0.28863  C30 1.496, C32 1.499
32 C -1.01130 6.86728 1.75333  O31 1.499, H88 1.193, H89 1.178, H90 1.179
33 H 6.85704 0.50993 2.51501  C1 1.181
34 H 6.81984 2.19119 1.60405  C1 1.181
35 H 8.43956 1.21608 1.70733  C1 1.177
36 H 5.78294 0.69644 -0.12695  C2 1.190
37 H 7.64989 0.61698 -0.68377  C2 1.186
38 H 7.66435 -1.73469 -0.45786  C3 1.171
39 H 7.39315 -1.50612 1.43980  C3 1.182
40 H 5.02340 -2.20458 1.37177  C4 1.188
41 H 4.71617 -1.20352 -0.21346  C4 1.170
42 H 5.45937 -4.32738 0.05045  C5 1.188
43 H 6.26835 -3.34650 -1.40355  C5 1.177
44 H 3.09607 -3.16335 -0.77554  C6 1.170
45 H 3.81239 -4.49815 -1.90223  C6 1.186
46 H 4.39581 -2.97400 -3.80283  C7 1.182
47 H 4.87810 -1.55809 -2.61850  C7 1.193
48 H 1.82324 -2.31160 -2.33032  C8 1.171
49 H 2.25607 -1.70030 -4.13690  C8 1.187
50 H 3.38251 -0.03690 -1.55192  C9 1.194
51 H 3.36128 0.45180 -3.38238  C9 1.178
52 H 1.21684 1.62344 -3.04415  C10 1.179
53 H 1.36661 1.10738 -1.23729  C10 1.176
54 H -0.11035 -0.88603 -1.51977  C11 1.179
55 H -0.07031 -0.84499 -3.47355  C11 1.171
56 H -1.44874 1.39384 -1.48119  C12 1.173
57 H -1.12683 1.60721 -3.33377  C12 1.193
58 H -3.31566 0.66235 -3.76104  C13 1.192
59 H -2.42043 -0.99945 -3.39309  C13 1.178
60 H -3.83675 0.72375 -1.04282  C14 1.170
61 H -4.84260 -0.44921 -2.12684  C14 1.193
62 H -2.19862 -1.85619 -1.02113  C15 1.181
63 H -2.70183 -3.07027 -2.76139  C17 1.172
64 H -3.62732 -4.59272 -1.94146  C17 1.193
65 H -4.54062 -3.51016 -3.18672  C17 1.191
66 H -4.38346 -0.73061 1.11832  C18 1.193
67 H -4.98934 -3.07797 1.26837  C19 1.194
68 H -3.21500 -3.79548 0.90130  C19 1.192
69 H -3.44995 -4.25843 3.24127  C20 1.189
70 H -2.57365 -2.60211 3.44694  C20 1.170
71 H -4.47766 -2.71405 5.11305  C21 1.188
72 H -5.09326 -1.47088 3.83526  C21 1.180
73 H -5.63766 -4.28374 3.19641  O22 1.021
74 H -2.96397 0.97235 0.94064  C24 1.170
75 H -3.14742 -0.39837 3.85030  C25 1.192
76 H -4.35610 0.93480 3.09787  C25 1.173
77 H -2.76853 1.44471 3.99408  C25 1.180
78 H -0.72084 1.48158 3.24433  C26 1.172
79 H -0.11167 0.28406 1.91946  C26 1.194
80 H 0.33918 3.02473 1.76659  C27 1.194
81 H 0.01533 2.10522 0.15212  C27 1.171
82 H -2.24266 3.89287 1.75810  C28 1.170
83 H -2.51827 2.94295 0.12309  C28 1.193
84 H -0.96717 4.14997 -1.23885  C29 1.193
85 H 0.10269 4.84370 0.18862  C29 1.185
86 H -2.10682 6.21314 -1.44588  C30 1.193
87 H -3.00004 5.82721 0.19116  C30 1.171
88 H -0.77484 7.90102 2.30011  C32 1.193
89 H -0.08469 6.17653 1.98048  C32 1.178
90 H -2.03457 6.40050 2.10703  C32 1.179